1.
Molecular formula: C27H63N3O6
Method: DFT, ωB97M-V with the def2-TZVPD basis set

Computed properties:
- SMILES: CC1(C)CCCC(C)(C)N1O.CC1(C)CCCC(C)(C)N1O.CC1(C)CCCC(C)(C)N1O.O.O.O
- HOMO level: -7.8839 eV
- Strongest force on any atom: 2.5 eV/Å
- Lowest unoccupied orbital energy: 0.334 eV
- HOMO-LUMO gap: 8.22 eV
- 2S+1: 1

```
99
Properties=species:S:1:pos:R:3:mulliken_charge:R:1
O -1.255 3.340 2.372 -0.65
O 3.997 1.525 -0.619 -0.50
O -0.371 -1.816 -6.519 -0.50
O -1.709 1.769 -0.010 -0.58
O -2.356 -3.887 5.619 -0.50
O -0.285 3.871 -1.430 -0.60
N -0.531 -0.722 -5.621 0.24
N 3.947 2.086 0.668 0.38
N -2.390 -3.168 4.417 0.57
C -3.480 -2.744 2.175 -1.28
C 1.099 -1.686 -4.092 -2.02
C -2.090 -2.257 1.741 -0.71
C 2.878 1.524 1.526 2.26
C -1.635 0.986 -3.638 -0.32
C 4.505 3.425 0.791 1.41
C 3.542 4.529 0.355 -1.63
C -1.148 -2.461 4.069 1.50
C 4.844 3.569 2.271 -1.12
C -0.447 0.088 -3.319 -1.05
C -4.772 -3.630 4.130 -1.92
C 0.024 -3.427 3.764 -1.65
C -3.105 -5.042 2.981 -1.77
C -3.390 -3.615 3.446 1.59
C 5.779 3.582 -0.025 -1.94
C 3.225 1.812 3.002 -1.20
C -1.404 -1.533 2.882 -0.39
C -3.046 -0.579 -5.978 -1.76
C -1.724 1.351 -5.099 -1.14
C -0.329 -1.149 -4.218 1.93
C 2.842 0.006 1.348 -2.25
C -0.804 -1.563 5.256 -1.87
C -1.368 -2.183 -3.767 -1.64
C -1.468 0.609 -7.438 -2.06
C 1.523 2.173 1.161 -1.65
C 3.744 3.228 3.265 -0.68
C -1.663 0.103 -6.004 1.59
H -0.800 1.895 -5.346 0.34
H -2.150 -5.037 2.441 0.35
H -1.545 1.885 -3.024 0.22
H -5.572 -3.498 3.401 0.38
H 6.194 4.584 0.119 0.40
H -0.596 -0.260 -2.290 0.06
H -2.272 -1.698 -3.403 0.37
H -2.082 -0.699 3.087 0.34
H 0.355 -1.477 -7.054 0.35
H 3.904 5.552 0.492 0.39
H -1.217 2.625 3.015 0.27
H -3.011 -1.509 -6.577 0.43
H 1.290 -2.434 -4.862 0.45
H -1.644 -3.086 -4.317 0.21
H 6.567 2.936 0.372 0.42
H -0.487 -2.141 6.124 0.42
H -1.600 -0.856 5.477 0.45
H -2.116 1.463 -7.632 0.41
H -0.236 -4.138 2.983 0.33
H 0.142 -4.035 4.663 0.41
H -0.455 -1.109 2.545 -0.17
H 0.690 1.544 1.487 -0.05
H -3.947 -3.260 1.339 0.45
H -3.372 -1.070 -5.059 0.28
H -4.895 -4.443 4.840 0.38
H 0.512 0.608 -3.281 0.32
H -0.432 0.972 -7.452 0.49
H -2.540 0.447 -3.341 0.26
H -4.087 -1.857 2.389 0.36
H 4.514 0.716 -0.542 0.33
H -1.608 2.927 1.562 0.34
H -1.588 -0.126 -8.230 0.38
H -2.965 -5.773 3.784 0.34
H 3.388 4.508 -0.733 0.35
H -0.388 4.375 -0.610 0.27
H 0.069 -0.960 4.976 0.29
H -2.922 -3.374 6.213 0.33
H -0.981 -2.716 -2.881 0.40
H 3.825 -0.375 1.630 0.57
H -3.856 -0.060 -6.489 0.42
H 3.001 4.016 3.409 0.32
H 1.349 3.074 1.745 0.47
H 2.562 4.433 0.813 0.31
H -1.581 -3.146 1.346 0.34
H 4.239 3.214 4.243 0.43
H -2.548 2.046 -5.248 0.48
H -4.878 -2.709 4.724 0.46
H 2.588 -0.299 0.334 0.50
H 2.346 1.573 3.608 0.32
H -1.362 0.902 -0.246 0.24
H 4.015 1.135 3.336 0.43
H 0.896 -2.813 3.550 0.36
H -2.129 -1.656 0.826 0.19
H -3.828 -5.535 2.326 0.43
H 5.717 2.937 2.453 0.40
H 0.346 4.380 -1.952 0.26
H 5.108 4.612 2.480 0.42
H 5.606 3.478 -1.093 0.40
H -1.381 2.365 -0.705 0.37
H 1.289 -2.185 -3.140 0.34
H 2.063 -0.385 2.004 0.16
H 1.811 -0.865 -4.173 0.46
H 1.501 2.273 0.080 0.44
```



2.
Molecular formula: C27H64AgBr2F5NO16S3V
Method: DFT, ωB97M-V with the def2-TZVPD basis set

Computed properties:
- HOMO level (alpha / beta): -6.1685 / -9.4829 eV
- Strongest force on any atom: 8.0 eV/Å
- Lowest unoccupied orbital energy (alpha / beta): -0.790 / -0.817 eV
- HOMO-LUMO gap (alpha / beta): 5.38 / 8.67 eV
- 2S+1: 5

```
120
Properties=species:S:1:pos:R:3:mulliken_charge:R:1
Ag 1.620 3.604 -0.715 0.25
Br -4.442 -2.645 -1.379 -0.19
Br -2.177 -6.228 0.524 -0.20
V 3.197 -0.219 -0.733 0.10
S 5.586 0.752 1.422 1.28
S 0.515 0.736 1.109 -0.56
S -0.166 -0.667 -0.663 -0.34
F 5.974 -0.268 3.880 -0.19
F 0.535 -1.479 -1.840 -0.42
F 7.918 -0.084 2.700 -0.21
F 6.496 -1.651 2.199 -0.20
F 1.872 0.982 1.933 -0.29
O -0.190 2.748 -2.107 0.92
O 0.179 5.646 -0.675 -0.43
O -2.006 4.115 5.198 -0.59
O 5.349 2.037 2.157 -0.81
O -1.049 0.204 -1.336 -0.75
O 4.305 0.003 1.170 -0.27
O 2.957 3.667 1.696 0.22
O -0.494 -1.567 -4.936 -0.50
O 0.484 -4.496 4.230 -0.52
O 0.225 2.106 0.697 0.58
O -0.313 0.099 2.133 -0.44
O 3.349 -2.484 -0.559 -0.19
O 6.428 0.905 0.213 -0.74
O -5.429 1.336 0.189 -0.47
O -0.740 -1.763 0.081 -0.01
O -4.133 3.542 -0.824 -0.71
N 1.186 -0.141 -0.152 1.52
C 2.624 -6.526 -2.102 -0.52
C -0.773 -4.363 3.766 -0.59
C -3.628 1.880 -2.435 -1.03
C -1.495 5.293 0.938 -0.71
C -3.647 -0.007 1.060 0.32
C -3.480 -3.830 -0.097 0.11
C 6.585 -0.417 2.687 0.50
C 2.411 -4.660 -3.682 -0.77
C 3.011 -3.505 0.362 0.08
C 0.667 -5.139 -2.183 0.29
C -3.295 -5.194 -0.718 -0.45
C -0.140 5.957 0.623 0.22
C -5.130 0.300 1.181 -0.59
C 0.161 2.729 -3.458 -0.07
C 0.406 4.110 -3.956 -1.15
C 2.744 -2.855 1.715 -0.77
C 3.117 -5.759 -3.200 -0.51
C -1.317 3.423 4.181 0.70
C 3.237 4.916 2.269 -0.53
C 3.748 5.889 1.246 -0.98
C 1.153 -4.352 -3.138 -0.24
C 1.314 -6.282 -1.709 -0.48
C -0.175 2.751 4.808 -0.91
C -2.628 -2.908 -4.965 -1.25
C -1.723 -1.801 -4.295 0.66
C -3.074 2.926 -1.538 0.60
C -0.759 -3.258 2.750 0.49
H 0.710 -3.837 4.890 0.33
H -2.251 -0.849 -4.252 0.13
H -1.561 -2.048 -3.246 -0.29
H -3.894 1.038 -1.797 0.09
H 4.076 -6.054 -3.602 0.36
H -6.302 1.265 -0.202 0.22
H -2.275 3.532 5.912 0.33
H 2.896 6.276 0.688 0.18
H -2.425 2.406 -0.835 -0.20
H -0.223 -3.624 1.874 -0.35
H 1.261 4.491 -3.398 0.13
H 4.343 6.652 1.747 0.38
H -0.501 1.863 -1.903 -0.35
H 2.099 -1.998 1.521 0.05
H -0.226 -2.383 3.125 0.10
H -2.475 -3.436 0.051 -0.40
H -0.622 2.351 -4.116 0.26
H 3.533 -2.827 -1.437 0.17
H 0.773 -6.991 -1.100 0.37
H -0.927 4.027 3.363 -0.35
H -2.021 -3.778 -5.216 0.36
H 0.603 5.476 1.258 -0.48
H -3.205 -2.646 -5.852 0.41
H 3.192 -7.307 -1.620 0.45
H 3.830 -4.203 0.535 0.40
H -5.692 -0.607 0.960 0.29
H -3.356 -0.677 1.869 0.35
H 2.111 -4.043 0.066 -0.06
H 3.994 4.829 3.049 0.45
H -3.428 -3.205 -4.287 0.24
H -1.975 2.729 3.658 0.01
H -0.467 2.321 5.765 0.47
H 2.290 5.217 2.716 0.31
H 0.707 4.130 -5.004 0.43
H 2.929 -4.147 -4.480 0.46
H 2.346 -3.575 2.429 0.38
H -2.565 3.818 -1.903 0.15
H -4.271 -5.662 -0.850 0.47
H -2.989 1.516 -3.240 0.07
H -4.640 2.828 -0.430 0.49
H 3.634 -2.422 2.172 0.12
H -3.306 -0.396 0.101 -0.47
H -1.135 -5.279 3.300 0.15
H 0.618 3.479 4.977 0.25
H -0.124 7.027 0.832 0.52
H -2.968 0.843 1.136 -0.07
H -0.170 6.358 -1.216 0.27
H -3.980 -3.732 0.867 0.46
H 0.660 -3.495 -3.574 0.45
H 4.451 5.383 0.583 0.27
H -1.756 -2.957 2.430 -0.03
H -4.579 2.106 -2.916 0.51
H -1.309 4.240 1.148 -0.20
H 3.810 3.228 1.646 0.04
H -2.763 -5.145 -1.667 0.30
H -1.463 -4.135 4.580 0.35
H -1.932 5.780 1.810 0.44
H -2.221 5.312 0.125 0.31
H -0.334 -4.919 -1.843 0.08
H -0.510 4.656 -3.727 0.23
H 0.170 1.977 4.121 0.05
H -0.671 -1.510 -5.878 0.28
H -5.439 0.617 2.177 0.31
H 0.963 2.007 -3.615 0.29
```



> Among the records above, which one has the highest 2S+1?

C27H64AgBr2F5NO16S3V



> Which value of strongest force on any atom does entry 2 give?

8.0 eV/Å



> The lowest 2S+1 belongs to which entry?

C27H63N3O6



> strongest force on any atom of number 2 (C27H64AgBr2F5NO16S3V)?

8.0 eV/Å